Entry 1:
Here is 4 unconnected molecules or ions with the total composition C21H22Cl3F24N4O3 at a distorted geometry from OMol25. Energies are from wB97M-V/def2-TZVPD.

HOMO-LUMO gap: 8.57 eV
E_HOMO: -0.4675 hartree
Net charge: +1
2S+1: 1

Geometry (Å):
C -2.4906 1.3092 4.5051
C -1.7844 2.0446 3.2369
Cl -2.9165 1.9777 1.8054
C -1.5762 3.5879 3.7179
Cl -1.2143 4.5450 2.1771
N -0.3958 3.5795 4.5990
C -0.0751 4.4406 5.5654
N 1.0742 4.3769 6.4397
C 0.9709 5.4994 7.3505
N -0.2137 6.2054 6.9716
C -0.6702 7.4298 7.6981
N -0.8172 5.6032 5.9213
Cl -2.2253 6.3547 5.3364
H -3.3280 0.6606 4.0876
H -2.9808 2.0497 5.2190
H -1.7355 0.7192 5.1289
H -0.7765 1.5394 3.0535
H -2.5500 3.8837 4.2116
H 0.2728 2.8027 4.4523
H 1.6804 5.7700 8.1894
H 0.0864 7.8064 8.4560
H -1.5907 7.1030 8.3076
H -1.0279 8.2628 7.0187
C 0.6471 0.6297 -1.2043
C -0.2647 1.4078 -2.1775
C -1.7690 1.2210 -1.9829
F -2.1571 -0.0538 -2.1670
F -2.4563 1.9615 -2.8888
F 0.0998 1.1181 -3.4510
F 0.0122 2.7334 -2.0010
O 1.2100 -0.5972 -1.6804
C 0.4367 -1.7678 -1.5391
C 0.0840 -2.4047 -2.8852
F -0.6380 -1.5657 -3.6575
F -0.6699 -3.5170 -2.7105
F -0.6471 -1.5062 -0.7798
F 1.1974 -2.6256 -0.8187
H 1.5183 1.2690 -1.0363
H 0.1966 0.5126 -0.2152
H -2.0812 1.5399 -0.9853
H 0.9860 -2.6801 -3.4371
C 0.7060 -0.6277 -6.7752
C 2.1501 -0.2942 -6.3369
C 2.4916 1.1934 -6.2531
F 2.3857 1.8141 -7.4414
F 3.7785 1.3574 -5.8515
F 3.0187 -0.9495 -7.1425
F 2.3230 -0.8278 -5.0902
O 0.5190 -0.9799 -8.1516
C 0.3283 0.0684 -9.0768
C 1.4355 0.1243 -10.1333
F 2.6460 0.3288 -9.5721
F 1.2248 1.1487 -10.9936
F 0.1692 1.2327 -8.4218
F -0.8540 -0.1824 -9.6819
H 0.4262 -1.5350 -6.2328
H -0.0152 0.1229 -6.4424
H 1.8496 1.7068 -5.5319
H 1.4790 -0.8068 -10.7034
C 0.3037 -6.7948 2.8324
C 1.5105 -6.0728 3.4710
C 1.2118 -5.2334 4.7134
F 0.3603 -4.2208 4.4605
F 2.3520 -4.6625 5.1800
F 2.1318 -5.3315 2.5229
F 2.4017 -7.0403 3.8341
O -0.2981 -6.1693 1.6914
C -1.2889 -5.1937 1.9247
C -0.8855 -3.8157 1.3932
F 0.2406 -3.3654 1.9875
F -1.8521 -2.8975 1.6461
F -1.6150 -5.1774 3.2307
F -2.3918 -5.6197 1.2705
H 0.6936 -7.7372 2.4381
H -0.4422 -7.0944 3.5727
H 0.7950 -5.8481 5.5157
H -0.7100 -3.8460 0.3160


Entry 2:
Here is a single CHN3O3 molecule at a distorted geometry from OMol25. Energies are from wB97M-V/def2-TZVPD.

HOMO-LUMO gap: 10.88 eV
E_HOMO: -0.4002 hartree
2S+1: 1
SMILES: [H]/N=[N+](\[O-])ON=C=O
Energy above the lowest of the compared OMol25 structures with the same formula, charge and spin: 51.8 kcal/mol

Geometry (Å):
H -2.1091 1.8415 0.4879
N -1.1270 1.6388 0.6699
N -0.6809 0.7682 -0.0695
O -1.1642 0.0049 -0.8487
O 0.8272 0.6384 0.0542
N 1.3944 -0.5010 -0.4501
C 1.3635 -1.6299 -0.0048
O 1.4962 -2.7609 0.1611


Entry 3:
Here is a single C5H8O2 molecule at a distorted geometry from OMol25. Energies are from wB97M-V/def2-TZVPD.

HOMO-LUMO gap: 10.73 eV
E_HOMO: -0.3638 hartree
2S+1: 1
SMILES: C#C[C@](C)(O)CO
Energy above the lowest of the compared OMol25 structures with the same formula, charge and spin: 67.3 kcal/mol

Geometry (Å):
C -2.2167 -0.1255 -0.7608
C -1.2156 0.2924 -0.2412
C 0.1594 0.4463 0.1608
C 0.3893 0.6177 1.6743
O 0.7677 1.6132 -0.3889
C 0.7964 -0.9376 -0.4141
O 0.5751 -1.2992 -1.7790
H -3.1909 -0.3456 -1.1073
H 1.4468 0.8121 1.9057
H 0.0652 -0.2786 2.2010
H -0.1715 1.4763 2.0718
H 0.6187 1.6658 -1.3438
H 0.5594 -1.8608 0.1669
H 1.7828 -0.5412 -0.2919
H -0.3662 -1.5352 -1.8534


Entry 4:
Here is 2 unconnected molecules or ions with the total composition CH2FO2S at a distorted geometry from OMol25. Energies are from wB97M-V/def2-TZVPD.

HOMO-LUMO gap (alpha / beta): 6.23 / 6.24 eV
E_HOMO (alpha / beta): -0.1522 / -0.1522 hartree
Net charge: -1
2S+1: 1
Energy above the lowest of the compared OMol25 structures with the same formula, charge and spin: 52.2 kcal/mol

Geometry (Å):
C -0.2439 0.1250 0.0291
O -2.2864 1.1998 1.1946
O -2.5077 0.8754 -1.2570
F -1.7012 -2.7265 0.0535
S -1.9247 0.4494 0.0075
H -0.1602 -0.6322 -0.6104
H 0.0725 -0.2038 0.9673


Entry 5:
Here is 2 unconnected molecules or ions with the total composition C3H11NO2S at a distorted geometry from OMol25. Energies are from wB97M-V/def2-TZVPD.

HOMO-LUMO gap: 9.92 eV
E_HOMO: -0.3430 hartree
2S+1: 1
SMILES: N[C@@H](CO)CS.O
Energy above the lowest of the compared OMol25 structures with the same formula, charge and spin: 6.5 kcal/mol

Geometry (Å):
N 0.0179 -0.6137 2.0501
C -0.5564 -0.5895 0.7173
C -2.0842 -0.5172 0.7575
O -2.5899 -1.7048 1.3128
C 0.0678 0.4886 -0.1390
S 1.8238 0.0377 -0.5794
H 0.1159 0.3349 2.3906
H -0.6382 -1.0759 2.6685
H -0.3003 -1.5629 0.2838
H -2.3636 0.3785 1.3467
H -2.5397 -0.3387 -0.2183
H -3.1596 -1.5076 2.0652
H -0.4421 0.5006 -1.0849
H 0.1390 1.4412 0.3698
H 2.1520 0.1198 0.7176
O 1.2923 2.3940 -3.1388
H 0.9957 1.5180 -3.4055
H 1.4720 2.3503 -2.1937


Entry 6:
Here is a molecular structure, ArH22O11 at a distorted geometry from OMol25. Energies are from wB97M-V/def2-TZVPD.

HOMO-LUMO gap: 10.16 eV
E_HOMO: -0.3770 hartree
2S+1: 1
Energy above the lowest of the compared OMol25 structures with the same formula, charge and spin: 8.6 kcal/mol

Geometry (Å):
Ar -0.3227 0.0944 -0.6263
O 0.8345 -0.7677 -4.0677
H 1.4144 -0.2928 -3.4723
H 0.0445 -0.9322 -3.5528
O 0.5042 -2.6376 2.3482
H 0.4939 -2.2048 3.2019
H -0.3257 -2.3874 1.9423
O 0.4967 2.2309 1.9483
H 0.7788 2.7658 2.6903
H 1.2963 1.8015 1.6443
O 1.0177 2.2981 -3.0043
H 0.8773 2.6774 -2.1367
H 1.7569 2.7887 -3.3639
O 2.8131 -1.6834 1.4592
H 3.4599 -1.8639 2.1412
H 1.9764 -1.9373 1.8487
O -1.9332 -2.0861 0.9243
H -1.4722 -2.4298 0.1591
H -2.6794 -2.6746 1.0393
O 2.9380 1.0971 1.2102
H 2.7880 0.1660 1.3742
H 3.4812 1.1175 0.4224
O -1.9782 -1.6227 -2.6819
H -2.2847 -2.5239 -2.7829
H -2.5971 -1.2259 -2.0689
O -3.9090 -0.6499 -1.1870
H -3.7510 -0.1253 -0.4021
H -4.8385 -0.8741 -1.1427
O 0.9710 3.8555 -0.4759
H 1.9090 3.8615 -0.2855
H 0.6224 3.1411 0.0575
O -1.7192 0.4873 2.5338
H -0.8544 0.8334 2.3135
H -1.8090 -0.2967 1.9920


Entry 7:
Here is a gas-phase ion, C5H11N2O (charge +1) at a distorted geometry from OMol25. Energies are from wB97M-V/def2-TZVPD.

HOMO-LUMO gap: 10.98 eV
E_HOMO: -0.5355 hartree
Net charge: +1
2S+1: 1
SMILES: CC1(C)C=NO[C@@H]1[NH3+]
Energy above the lowest of the compared OMol25 structures with the same formula, charge and spin: 104.0 kcal/mol

Geometry (Å):
C -0.4102 -1.3832 -1.1712
C 0.2025 -0.5422 -0.0120
C -0.9576 -0.1244 0.8153
C 1.2213 -1.4078 0.6156
N 2.4014 -0.9607 0.4701
O 2.4332 0.1508 -0.4397
C 1.1962 0.6524 -0.5664
N 1.0043 1.9147 0.2144
H -1.1954 -0.6472 -1.6699
H -0.6694 -2.3010 -0.7572
H 0.3429 -1.6957 -1.8732
H -1.7473 0.3367 0.2335
H -0.6055 0.4416 1.6722
H -1.3177 -0.8936 1.3478
H 1.1831 -2.3096 1.2027
H 0.9520 0.6103 -1.6210
H 0.6163 2.7074 -0.3172
H 1.9601 1.9017 0.5593
H 0.3636 1.6582 1.0095


Entry 8:
Here is a molecular structure, C15H31IIrP2 at a distorted geometry from OMol25. Energies are from wB97M-V/def2-TZVPD.

HOMO-LUMO gap (alpha / beta): 5.15 / 5.99 eV
E_HOMO (alpha / beta): -0.4453 / -0.5574 hartree
Net charge: +2
2S+1: 6
Energy above the lowest of the compared OMol25 structures with the same formula, charge and spin: 115.5 kcal/mol

Geometry (Å):
P 1.1500 1.7291 1.6980
P 0.1873 -1.6259 -0.1300
C 2.0429 0.0689 1.7240
C 1.9806 -0.9945 0.6233
H 1.6317 -0.3798 2.6361
H 3.0789 0.3343 1.9504
H 2.6123 -0.7569 -0.2442
H 2.4678 -1.8951 1.0358
C 0.7569 -3.4563 0.5201
H -0.0573 -4.1835 0.4257
H 1.0818 -3.4371 1.5658
H 1.6034 -3.8650 -0.0592
C 0.2757 -3.0362 -1.8505
H 1.2652 -3.4869 -1.9970
H -0.0244 -2.6445 -2.8242
H -0.4530 -3.8534 -1.6989
C 1.3256 2.9586 3.2096
H 1.2376 4.0590 3.1569
H 2.3775 2.6726 3.2265
H 0.8284 2.6609 4.1607
C 2.2061 2.6472 0.4996
H 2.3887 2.1013 -0.4520
H 3.2016 2.8525 0.9557
H 1.6949 3.6040 0.2703
Ir -0.6595 1.8801 2.5384
C -2.4093 -2.0531 -1.2272
C -1.5648 -2.2263 -0.1916
C -0.8365 -0.1622 0.2045
C -0.3760 0.7694 -0.9197
C 0.4905 0.0094 -1.9916
C -0.1395 -0.5359 -3.0934
C -1.5937 -0.4003 -3.2565
C -2.5854 -0.8697 -2.1563
C -1.5115 3.4314 1.4291
H -3.1254 -2.8480 -1.4485
H -1.8620 -2.6173 0.7920
H -0.3833 -0.0362 1.2273
H -1.9278 -0.1262 0.3943
H -1.1822 1.4536 -1.2331
H 0.3337 1.4866 -0.4706
H 1.5563 0.1207 -1.8160
H 0.4515 -1.0805 -3.7923
H -1.9122 -0.8448 -4.1873
H -1.7631 0.6672 -3.3353
H -2.8592 0.0050 -1.5507
H -3.5310 -1.1091 -2.6734
H -2.4835 3.0745 1.0408
H -0.9218 3.8808 0.6030
H -1.7038 4.2019 2.2150
I -2.3606 1.8555 4.4969


Entry 9:
Here is a molecular structure, C16H31IrN2S at a distorted geometry from OMol25. Energies are from wB97M-V/def2-TZVPD.

HOMO-LUMO gap (alpha / beta): 6.18 / 6.00 eV
E_HOMO (alpha / beta): -0.4629 / -0.5699 hartree
Net charge: +2
2S+1: 5

Geometry (Å):
C 0.6255 2.0160 -0.2239
H 1.0975 2.3714 0.6956
H 1.4054 1.9585 -0.9944
H 1.1529 0.0488 1.0718
C -0.4985 2.9563 -0.6477
H -1.2080 2.4320 -1.2997
H -1.0695 3.2680 0.2354
C 0.0300 4.2023 -1.3781
H -0.7912 4.8467 -1.7139
H 0.6785 4.7942 -0.7219
H 0.6189 3.9179 -2.2583
C -0.8202 -1.9767 -0.8141
C -1.2304 -0.9221 -1.7244
C -0.0538 -0.3338 -2.2676
C 1.0929 -0.9760 -1.6675
C 0.6040 -2.0260 -0.7995
C 1.4506 -3.0338 -0.0817
C 2.5219 -0.7279 -2.0472
C 0.0134 0.7200 -3.3282
C -2.6459 -0.6050 -2.1045
C -1.7480 -2.9188 -0.1065
Ir 0.0000 0.0000 0.0000
H 3.2006 -1.0053 -1.2367
H 2.7993 -1.3117 -2.9354
H 2.6920 0.3278 -2.2792
H 2.4685 -2.6644 0.0645
H 1.0363 -3.2754 0.9004
H 1.5105 -3.9656 -0.6602
H -2.7137 -2.4493 0.0999
H -1.9367 -3.8090 -0.7217
H -1.3256 -3.2533 0.8443
H -2.7266 0.3928 -2.5434
H -3.0231 -1.3275 -2.8409
H -3.3090 -0.6427 -1.2360
H 0.8525 1.4035 -3.1655
H 0.1534 0.2564 -4.3134
H -0.9043 1.3116 -3.3655
C 1.4601 -0.6014 5.6321
N 0.9649 -0.8197 4.2894
C 0.0000 0.0000 3.6199
S 0.0000 0.0000 2.0000
N -0.9648 0.8190 4.2904
C -1.4593 0.5997 5.6332
H 1.0509 0.3160 6.0945
H 2.5600 -0.4572 5.5895
H 1.2419 -1.4889 6.2618
H 1.4515 -1.5443 3.7394
H -1.4517 1.5439 3.7412
H -1.2411 1.4870 6.2633
H -2.5592 0.4553 5.5910
H -1.0496 -0.3177 6.0949


Entry 10:
Here is a molecular structure, C2H2FOTl at a distorted geometry from OMol25. Energies are from wB97M-V/def2-TZVPD.

HOMO-LUMO gap (alpha / beta): 6.91 / 8.70 eV
E_HOMO (alpha / beta): -0.8002 / -0.8198 hartree
Net charge: +2
2S+1: 1
Energy above the lowest of the compared OMol25 structures with the same formula, charge and spin: 0.0 kcal/mol

Geometry (Å):
C 0.0873 -0.3550 0.2489
C 0.2627 -0.0549 -1.0485
F 0.2595 -1.6491 0.6437
O -0.6793 0.2904 1.0652
H 0.4626 -0.8462 -1.7673
H 0.1645 0.9748 -1.3863
Tl -0.5572 1.6399 2.2444


Entry 11:
Here is a single C3H6N2O2 molecule at a distorted geometry from OMol25. Energies are from wB97M-V/def2-TZVPD.

HOMO-LUMO gap: 8.79 eV
E_HOMO: -0.2993 hartree
2S+1: 1
SMILES: [H]/N=C\O/C(O)=C/N
Energy above the lowest of the compared OMol25 structures with the same formula, charge and spin: 73.8 kcal/mol

Geometry (Å):
H 3.0162 0.6905 1.5223
N 2.2061 0.6600 2.2242
C 1.1665 0.4014 1.6037
O 1.1973 0.2962 0.2077
C 0.1085 -0.0601 -0.5503
O 0.3193 0.1983 -1.8405
C -1.0944 -0.5323 -0.1333
N -2.2004 -0.5749 -1.0525
H 0.1311 0.2921 2.1076
H 0.7723 1.0385 -1.8222
H -1.3676 -0.8029 0.8257
H -2.4063 -1.4965 -1.1703
H -1.8486 -0.1103 -1.9222


Entry 12:
Here is a molecular structure, C4H7DyO3 at a distorted geometry from OMol25. Energies are from wB97M-V/def2-TZVPD.

HOMO-LUMO gap (alpha / beta): 7.70 / 7.32 eV
E_HOMO (alpha / beta): -0.6721 / -0.6579 hartree
Net charge: +2
2S+1: 6
Energy above the lowest of the compared OMol25 structures with the same formula, charge and spin: 19.0 kcal/mol

Geometry (Å):
H 0.6087 4.5010 -0.7061
O 2.1934 0.9689 -0.3443
C 2.2709 -0.1388 0.1367
C 0.9482 -0.8387 0.4597
O 0.2622 -1.0332 -0.5969
C -1.1852 -1.1507 -0.5731
C -1.6480 -0.0839 0.4172
O -0.6515 0.8753 0.5411
Dy 0.3772 2.5624 -0.4845
H 3.1964 -0.7357 0.1432
H 0.9121 -1.5310 1.3138
H -1.4330 -2.1727 -0.2675
H -1.5174 -0.9552 -1.5983
H -1.6798 -0.5291 1.4282
H -2.6541 0.2613 0.1308